Record 1
This record from the Open Molecules 2025 dataset describes CH4N2S as an isolated structure. The level of theory is the ωB97M-V functional and the def2-TZVPD basis.

Structure (ORCA input):
```
! wB97M-V def2-TZVPD RIJCOSX def2/J DEFGRID3
* xyz 0 1
C 0.832 0.331 -0.889
H -1.764 -0.947 1.038
H -0.344 -0.369 1.857
H -0.929 0.770 -0.149
H 1.707 -0.384 -0.746
N -0.493 -0.972 0.907
N -0.397 -0.068 -0.337
S 1.388 1.639 -1.681
*
```

ΔE to the lowest compared entry with this formula, charge and spin   330.34 kJ/mol
Kohn-Sham gap   0.3241 Ha
Largest force on an atom   5.2 eV Å⁻¹
E_HOMO   -8.657 eV
E   -548.08604 Ha

***

Record 2
This record from the Open Molecules 2025 dataset describes one molecule with the formula CH4N2S. The level of theory is the ωB97M-V functional and the def2-TZVPD basis.

Structure (ORCA input):
```
! wB97M-V def2-TZVPD RIJCOSX def2/J DEFGRID3
* xyz 0 1
N 0.161 1.323 -0.172
N -0.373 0.103 -0.513
C -0.071 -1.022 0.146
S 1.010 -1.189 1.405
H 1.171 1.153 -0.197
H -0.052 1.409 0.797
H -1.091 0.042 -1.246
H -0.756 -1.820 -0.220
*
```

ΔE to the lowest compared entry with this formula, charge and spin   133.85 kJ/mol
SMILES   NNC=S
Kohn-Sham gap   0.3507 Ha
Largest force on an atom   1.9 eV Å⁻¹
E_HOMO   -8.699 eV
E   -548.16087 Ha

***

Record 3
This record from the Open Molecules 2025 dataset describes one molecule with the formula CH4N2S2. The level of theory is the ωB97M-V functional and the def2-TZVPD basis.

Structure (ORCA input):
```
! wB97M-V def2-TZVPD RIJCOSX def2/J DEFGRID3
* xyz 0 1
S 1.430 0.256 1.527
N 0.216 -0.985 1.228
C -0.385 -0.668 0.088
N -0.245 0.445 -0.560
S -0.947 0.571 -2.125
H 2.363 -0.541 2.189
H -0.896 -1.492 -0.367
H 0.537 1.122 -0.171
H -2.072 1.293 -1.809
*
```

ΔE to the lowest compared entry with this formula, charge and spin   175.40 kJ/mol
SMILES   S/N=C\NS
Kohn-Sham gap   0.3335 Ha
Largest force on an atom   5.3 eV Å⁻¹
E_HOMO   -8.536 eV
E   -946.31975 Ha

***

Record 4
This record from the Open Molecules 2025 dataset describes one molecule with the formula CH4N2Si. The level of theory is the ωB97M-V functional and the def2-TZVPD basis.

Structure (ORCA input):
```
! wB97M-V def2-TZVPD RIJCOSX def2/J DEFGRID3
* xyz 0 1
C 1.449 0.245 -0.163
N 0.550 -0.832 0.168
N 1.883 -1.128 -0.026
Si -1.116 -0.742 -0.095
H 1.510 0.700 -1.187
H 1.666 0.953 0.701
H -1.520 -2.059 0.285
H -1.854 0.358 0.226
*
```

ΔE to the lowest compared entry with this formula, charge and spin   440.97 kJ/mol
Kohn-Sham gap (spin up / spin down)   0.2979 / 0.2783 Ha
Largest force on an atom   3.6 eV Å⁻¹
E_HOMO (spin up / spin down)   -8.492 / -7.492 eV
E   -439.32993 Ha

***

Record 5
This record from the Open Molecules 2025 dataset describes CH4N2Si as an isolated structure. The level of theory is the ωB97M-V functional and the def2-TZVPD basis.

Structure (ORCA input):
```
! wB97M-V def2-TZVPD RIJCOSX def2/J DEFGRID3
* xyz 0 1
C 0.638 -0.949 -0.785
N 0.834 0.058 0.189
N 0.186 0.337 -1.179
Si -0.765 0.734 0.233
H 1.553 -1.257 -1.285
H -0.069 -1.754 -0.599
H -2.048 0.089 0.423
H -0.329 2.741 3.002
*
```

ΔE to the lowest compared entry with this formula, charge and spin   676.16 kJ/mol
Kohn-Sham gap (spin up / spin down)   0.2685 / 0.3146 Ha
Largest force on an atom   2.3 eV Å⁻¹
E_HOMO (spin up / spin down)   -8.840 / -8.793 eV
E   -439.24035 Ha

***

Record 6
This record from the Open Molecules 2025 dataset describes a 2-piece molecular cluster, CH4N3 overall. The level of theory is the ωB97M-V functional and the def2-TZVPD basis.

Structure (ORCA input):
```
! wB97M-V def2-TZVPD RIJCOSX def2/J DEFGRID3
* xyz 1 1
C 0.157 0.136 0.280
N -2.817 -0.006 0.148
N -2.265 -0.288 -0.794
N 0.992 -0.745 -0.003
H 0.235 0.933 1.005
H -3.827 0.148 0.499
H 1.965 -0.631 0.450
H 1.012 -1.669 -0.527
*
```

ΔE to the lowest compared entry with this formula, charge and spin   476.21 kJ/mol
Kohn-Sham gap (spin up / spin down)   0.2266 / 0.3370 Ha
Largest force on an atom   4.9 eV Å⁻¹
E_HOMO (spin up / spin down)   -12.527 / -14.187 eV
E   -204.32437 Ha